Entry 1:
ORCA calculation (ωB97M-V/def2-TZVPD) on 8 unconnected molecules or ions with the total composition C22H46F3NO7P.

Each line ends with the Mulliken charge.
Positions of all 80 atoms, in Å:
N 0.5689 -1.7804 0.6022  -0.468
P -0.4287 -0.4829 0.6281  0.384
C -2.2339 -0.9562 0.5561  0.727
F -2.6505 -1.4605 1.7078  -0.199
F -2.4272 -1.8150 -0.4381  -0.146
F -2.9039 0.1761 0.3057  -0.216
H 0.1548 -2.6151 0.1947  0.347
H 1.4366 -1.5607 0.1094  0.297
H -0.2349 0.2076 1.8256  0.147
H -0.1817 0.3794 -0.4458  0.121
C -2.8198 2.7804 -2.7763  -0.975
C -2.1344 3.6835 -1.7780  0.864
O -0.9282 3.7710 -1.7304  -0.561
C -3.0242 4.4668 -0.8455  -1.083
H -2.0731 2.2799 -3.3892  0.187
H -3.4215 2.0321 -2.2564  0.271
H -3.4772 3.3641 -3.4217  0.378
H -3.6339 3.7876 -0.2467  0.299
H -3.6891 5.1152 -1.4175  0.353
H -2.4126 5.0770 -0.1852  0.277
C 4.3974 -0.6870 4.0299  -1.152
C 2.9872 -0.9680 3.6141  0.937
O 2.3853 -0.2452 2.8434  -0.532
C 2.3408 -2.1934 4.2076  -1.088
H 4.7479 0.2235 3.5500  0.282
H 4.4315 -0.5581 5.1088  0.302
H 5.0497 -1.5163 3.7471  0.383
H 2.3267 -2.1077 5.2950  0.289
H 2.9096 -3.0844 3.9378  0.390
H 1.3214 -2.2926 3.8385  0.203
C 0.7810 1.6544 6.1383  -1.070
C 1.8333 0.8222 6.8205  0.896
O 2.9016 0.6000 6.2904  -0.549
C 1.5052 0.2784 8.1880  -1.261
H 1.1468 1.9802 5.1704  0.155
H -0.1276 1.0616 6.0049  0.382
H 0.5442 2.5315 6.7383  0.395
H 0.6218 -0.3602 8.1344  0.325
H 1.2957 1.0996 8.8746  0.387
H 2.3452 -0.2993 8.5665  0.324
C -3.1867 -3.7857 -2.7948  -0.793
C -4.0165 -4.7122 -3.6571  0.653
O -3.4941 -5.2794 -4.5859  -0.510
C -5.4752 -4.8757 -3.3159  -1.170
H -2.1674 -3.7838 -3.1768  0.227
H -3.5870 -2.7708 -2.8337  0.297
H -3.1875 -4.1276 -1.7579  0.323
H -5.9830 -3.9111 -3.3673  0.326
H -5.5813 -5.2706 -2.3042  0.330
H -5.9389 -5.5629 -4.0189  0.312
C 1.2205 0.1013 -4.3721  -1.081
C 1.8190 0.2292 -3.0007  0.844
O 1.3523 -0.3747 -2.0500  -0.556
C 3.0151 1.1257 -2.8495  -1.170
H 0.3713 -0.5779 -4.3498  0.208
H 0.8965 1.0820 -4.7249  0.383
H 1.9657 -0.2876 -5.0670  0.380
H 2.7539 2.1421 -3.1474  0.340
H 3.8250 0.7742 -3.4900  0.358
H 3.3513 1.1289 -1.8151  0.290
C -1.0333 -4.8280 -6.2910  -1.052
C -0.3228 -3.5135 -6.4811  0.862
O 0.0901 -2.8696 -5.5387  -0.514
C -0.1555 -3.0243 -7.8989  -1.121
H -1.0873 -5.0626 -5.2345  0.179
H -2.0449 -4.7678 -6.6902  0.311
H -0.4980 -5.6250 -6.8111  0.411
H -1.1322 -2.9030 -8.3697  0.333
H 0.4188 -3.7488 -8.4780  0.337
H 0.3657 -2.0698 -7.9002  0.267
C 1.0323 5.0408 2.8979  -1.131
C 1.5797 5.1393 4.3022  0.867
O 1.1131 4.4897 5.2098  -0.523
C 2.7350 6.0838 4.5146  -1.173
H 0.2069 4.3323 2.8783  0.240
H 0.6761 6.0165 2.5648  0.379
H 1.8146 4.7061 2.2146  0.346
H 2.4427 7.0994 4.2433  0.354
H 3.5801 5.7883 3.8909  0.338
H 3.0354 6.0635 5.5591  0.301

Its spin multiplicity is 1. Its total charge is +1.

---

Entry 2:
ORCA calculation (ωB97M-V/def2-TZVPD) on 2 unconnected molecules or ions with the total composition C22H46INO4P.

Each line ends with the Mulliken charge.
Positions of all 75 atoms, in Å:
C 3.7555 -2.0776 0.8124  -1.211
C 2.6087 -1.1523 0.3835  -0.177
C 2.8679 -0.4502 -0.9565  -0.013
C 3.7465 0.7807 -0.7531  -1.416
P 1.3106 -0.2216 -2.0524  -0.029
C -0.1944 -0.1322 -3.3229  -0.137
C -0.0597 -1.1153 -4.4171  0.056
N 0.0033 -2.3792 -4.2475  -0.638
O 1.3214 1.5665 -1.9965  -0.402
C 0.6656 2.1214 -0.9122  0.202
C 0.0174 3.4514 -1.2609  -0.871
C 0.8398 4.4103 -2.0963  -0.155
C 0.1650 5.7664 -2.2116  -1.319
I 2.8085 4.7165 -1.2873  -0.026
C -0.3395 1.0835 -0.3871  -0.172
O -1.6053 1.2676 -1.0094  -0.114
C -2.5931 0.3634 -0.5627  -0.946
C -3.5865 1.0332 0.4029  1.084
C -3.7543 2.5357 0.1134  -1.616
C -4.9267 0.2816 0.5253  -1.812
C -5.6682 -0.1582 -0.7503  0.886
C -5.1924 -1.5329 -1.2658  -1.501
C -5.6874 0.9010 -1.8521  -1.483
O 0.2028 -0.1406 -0.6452  -0.559
H 4.6801 -1.5229 0.9790  0.299
H 3.4741 -2.6344 1.7082  0.212
H 3.9148 -2.8127 0.0194  0.394
H 2.4846 -0.3802 1.1508  0.169
H 1.6933 -1.7393 0.3259  0.304
H 3.4584 -1.1474 -1.5672  0.382
H 3.3088 1.4745 -0.0350  0.214
H 4.7355 0.5012 -0.3679  0.396
H 3.9011 1.3164 -1.6894  0.317
H 2.1830 -0.1828 -3.2065  -0.033
H 1.1818 -1.6442 -2.0695  0.154
H -1.1428 -0.2875 -2.8105  -0.191
H -0.1900 0.8696 -3.7522  -0.011
H -0.0060 -0.7015 -5.4357  0.360
H 0.1163 -2.8396 -5.1494  0.226
H 1.3542 2.2822 -0.0656  0.260
H -0.2689 3.9558 -0.3289  0.312
H -0.9053 3.2577 -1.8126  0.209
H 0.9978 3.9855 -3.0840  0.454
H 0.1233 6.2519 -1.2361  0.378
H 0.6775 6.4209 -2.9138  0.400
H -0.8666 5.6178 -2.5447  0.346
H -0.4678 1.1931 0.7039  0.392
H -3.0887 -0.0402 -1.4451  0.147
H -2.1052 -0.4825 -0.0698  0.382
H -3.1269 0.9555 1.3928  0.409
H -3.5773 2.7766 -0.9324  0.227
H -4.7659 2.8619 0.3655  0.497
H -3.0651 3.1238 0.7170  0.337
H -4.7756 -0.6069 1.1463  0.409
H -5.5984 0.9298 1.0967  0.502
H -6.7131 -0.2842 -0.4502  0.526
H -5.8826 -2.3182 -0.9526  0.341
H -5.1463 -1.5609 -2.3548  0.369
H -4.2125 -1.8024 -0.8774  0.357
H -4.6904 1.1748 -2.1928  0.119
H -6.2014 1.8046 -1.5197  0.306
H -6.2360 0.5182 -2.7153  0.513
C 4.0860 -4.5568 6.1600  -0.528
C 3.7746 -3.0689 6.3191  -0.562
C 3.7174 -2.6132 4.8651  -0.397
O 3.2397 -3.7310 4.1201  -0.364
C 3.2662 -4.9057 4.9222  -0.456
H 3.8153 -5.1589 7.0269  0.334
H 5.1506 -4.6991 5.9624  0.268
H 2.8021 -2.9360 6.7979  0.271
H 4.5187 -2.5245 6.8994  0.329
H 4.7106 -2.3373 4.4950  0.270
H 3.0463 -1.7695 4.7031  0.299
H 2.2406 -5.1822 5.1932  0.259
H 3.6972 -5.7195 4.3368  0.264

Its spin multiplicity is 1. Its total charge is -1.

---

Entry 3:
ORCA calculation (ωB97M-V/def2-TZVPD) on 4 unconnected molecules or ions with the total composition C22H48BrN4O8PS.

Each line ends with the Mulliken charge.
Positions of all 85 atoms, in Å:
C -2.1875 0.1388 -4.6578  -0.984
N -1.1490 -0.4471 -3.7857  -0.122
C 0.1146 0.3031 -3.7799  -1.719
C 0.6338 0.5832 -2.3091  2.170
C 0.8998 -0.8170 -1.6698  -2.408
C 1.0972 -0.8016 -0.1243  0.239
C 1.6488 -2.1889 0.3204  -0.719
C 2.2099 -2.0851 1.7894  -0.707
O 3.6235 -2.1101 1.8331  -0.480
C 4.1906 -1.0737 1.0538  -0.555
C -0.3599 1.4753 -1.5087  -2.026
C -0.4256 2.9943 -1.9053  1.164
O -1.4098 3.1940 -2.9142  -0.638
P -0.9993 4.0705 -0.4500  -0.055
C -0.0200 3.6752 1.0815  -0.685
C -2.8439 3.9136 -0.1828  -1.109
C 0.9359 3.6275 -2.4030  -0.866
Br 0.9471 3.9509 -4.3765  -0.098
O 2.1116 2.9699 -1.9483  -0.382
S 2.2643 1.4119 -2.4763  1.441
O 2.7607 1.3049 -3.8751  -0.690
O 3.2908 0.7890 -1.5939  -0.603
H -1.9045 1.0986 -5.1206  0.404
H -3.1088 0.2722 -4.0447  0.302
H -2.4704 -0.6165 -5.4197  0.280
H -1.4953 -0.6297 -2.8558  0.194
H 0.1102 1.2106 -4.4106  0.429
H 0.8872 -0.3624 -4.2199  0.563
H 0.1094 -1.5532 -1.9013  0.434
H 1.8308 -1.2086 -2.1286  0.586
H 0.0963 -0.6761 0.3398  0.328
H 1.7141 0.0484 0.2234  0.282
H 2.4088 -2.5105 -0.4139  0.602
H 0.8351 -2.9365 0.2992  0.104
H 1.7908 -2.9531 2.3334  0.371
H 1.7694 -1.1864 2.2705  0.358
H 3.6526 -0.1149 1.2120  0.236
H 5.2496 -0.9214 1.3341  0.347
H 4.1778 -1.2744 -0.0345  0.191
H -1.3750 1.0686 -1.7154  0.302
H -0.2315 1.4175 -0.4151  0.547
H -1.5442 2.3736 -3.3922  0.416
H 0.1579 4.5481 1.7383  0.218
H 0.9812 3.3205 0.7357  0.211
H -0.4259 2.8261 1.6804  0.380
H -3.1042 3.4465 0.7854  0.303
H -3.2494 4.9420 -0.2153  0.343
H -3.2918 3.3804 -1.0412  0.365
H 0.9820 4.6464 -1.9748  0.734
C -4.0693 -3.1553 -0.9421  -0.903
N -3.0703 -2.5681 -0.0695  -0.122
C -2.1315 -3.2086 0.6817  0.921
C -2.0936 -4.7120 0.6257  -1.467
O -1.3524 -2.5649 1.3701  -0.647
H -3.9205 -2.7803 -1.9569  0.240
H -5.0616 -2.8589 -0.5963  0.342
H -4.0061 -4.2384 -0.9525  0.337
H -3.0389 -1.5644 0.0158  0.211
H -1.2998 -5.0748 1.2668  0.210
H -3.0414 -5.1263 0.9760  0.519
H -1.8934 -5.0458 -0.3917  0.410
C 1.4378 -9.3395 2.1715  -0.847
N 0.5076 -8.4993 1.4413  -0.161
C 0.7779 -7.3778 0.7222  0.808
C 2.2120 -6.9210 0.6529  -1.291
O -0.1246 -6.7746 0.1594  -0.645
H 1.3917 -10.3532 1.7690  0.287
H 1.1462 -9.3616 3.2231  0.284
H 2.4564 -8.9736 2.0939  0.327
H -0.4685 -8.7488 1.4467  0.236
H 2.2724 -6.0194 0.0491  0.227
H 2.5846 -6.6945 1.6531  0.383
H 2.8311 -7.6914 0.1906  0.385
C -0.9528 9.4949 3.9075  -0.873
N -1.0484 8.3356 3.0407  -0.184
C -0.3412 7.1793 3.1082  0.725
C 0.6802 7.0476 4.2081  -1.294
O -0.5418 6.2880 2.2939  -0.557
H -1.9240 9.6705 4.3736  0.286
H -0.6847 10.3658 3.3068  0.290
H -0.2072 9.3566 4.6838  0.331
H -1.7126 8.3577 2.2831  0.243
H 1.1629 6.0767 4.1355  0.256
H 1.4418 7.8225 4.1099  0.367
H 0.1959 7.1229 5.1828  0.369

As for the SMILES: CNC[C@]1(CCCCOC)C[C@@](O)(P(C)C)[C@H](Br)OS1(=O)=O.CNC(C)=O.CNC(C)=O.CNC(C)=O. Its spin multiplicity is 1. Its total charge is 0.

---

For the records above, the corresponding gap between HOMO and LUMO values read 8.69, 6.65, 7.98 eV.
For the records above, the corresponding max |F| values read 0.022, 0.010, 0.117 hartree/bohr.